i) The following is a quantum chemistry calculation of C8H15NO in the gas phase, from OMol25.

The geometry in XYZ format:
```
25
Properties=species:S:1:pos:R:3
C 1.99059 -0.67370 -0.41252
C 0.97200 -1.65979 -0.23792
C 1.54567 0.61919 -1.19148
C -0.25278 -1.10577 0.42228
C 0.08825 1.16793 -0.78594
C -0.83014 -0.01352 -0.44948
C 0.22536 1.91325 0.55308
C -3.15737 -0.26580 0.41756
N -2.14736 0.38714 -0.41933
O -1.68817 -0.33979 -1.48390
H 2.37474 -0.47903 0.54356
H 2.74985 -1.20686 -0.97160
H 0.69761 -2.16384 -1.13760
H 1.37426 -2.42881 0.42607
H 2.29626 1.50686 -1.02055
H 1.58766 0.31455 -2.21176
H -0.75237 -1.92980 0.74303
H -0.10086 -0.55859 1.29753
H -0.29935 1.63266 -1.65566
H -0.70961 2.20280 1.00127
H 0.68074 2.83710 0.43302
H 0.82910 1.45815 1.32318
H -3.73935 -0.92360 -0.18480
H -2.76276 -0.94897 1.10249
H -3.84008 0.46451 0.83504
```

## Properties
LUMO energy, eV: 0.97
Structure (SMILES): C[C@H]1CCCC[C@]12ON2C

These are the Löwdin partial charges, in e, on atoms 1 to 5: C -0.2228; C -0.2248; C -0.0947; C -0.0922; C -0.2082



ii) The following is a quantum chemistry calculation of C8H15NO in the gas phase, from OMol25.

The geometry in XYZ format:
```
25
Properties=species:S:1:pos:R:3
C 2.01728 0.88030 -0.76192
C -0.58163 0.67848 -0.40573
C 0.00668 1.84618 0.36781
C 0.37854 1.00381 1.61990
C 0.84494 -0.40519 0.88875
C -0.43731 -1.40029 0.75761
C -0.94517 -1.38563 -0.74458
C -1.08042 -0.03527 -1.70158
H 1.95690 1.80454 -1.41806
H 2.86403 0.19808 -1.11798
H 2.26116 1.35433 0.32295
H -0.98375 0.28888 0.45889
H 0.94975 2.52358 0.17726
H -0.90937 2.34695 0.61495
H -0.53900 0.48860 2.11994
H 1.14583 1.56444 2.25607
H 1.63846 -0.84267 1.29019
H -0.23039 -2.53998 0.80630
H -1.09672 -1.21964 1.58274
H -0.65716 -2.31380 -1.28677
H -2.34467 -2.69057 0.11055
H -0.44874 -0.22235 -2.64219
H -2.24061 -0.03921 -2.09489
N 0.83561 -0.03187 -0.57114
O -2.40423 -1.85170 -0.62906
```

## Properties
LUMO energy, eV: 0.92
Structure (SMILES): CN1[C@H]2CC[C@H]1CC(O)C2

These are the Löwdin partial charges, in e, on atoms 1 to 5: C -0.1008; C -0.2640; C -0.1877; C -0.1162; C -0.2160



Most stable one: i), least stable one: ii).